[1]
{
  "formula": "C6H10N5",
  "method": "wB97M-V/def2-TZVPD",
  "lumo_ev": -3.4,
  "smiles": "C[NH2+]CCC#Cn1ncnn1",
  "de_lowest_kj_mol": 455.9,
  "homo_energy_ev": -13.52,
  "charge": 1,
  "homo_lumo_gap_ev": 10.16,
  "species": ["N", "N", "N", "N", "N", "C", "C", "C", "C", "C", "C", "H", "H", "H", "H", "H", "H", "H", "H", "H", "H"],
  "coordinates": [[-1.41898, 0.39279, 0.52588], [3.53836, -0.67678, 0.14409], [2.26623, -0.51624, -0.03616], [1.84863, 0.76139, 0.02815], [2.84262, 1.43711, 0.24838], [0.11016, -1.73380, -0.09359], [-1.29110, -1.93060, -0.22949], [3.88626, 0.58813, 0.39976], [-1.93812, -0.61163, -0.49792], [1.26794, -1.41817, -0.21923], [-1.42316, 1.82004, -0.01158], [-1.56820, -0.15992, -1.43722], [-0.40716, 0.13756, 0.68918], [4.91480, 1.02205, 0.54084], [-1.65088, -2.60779, -1.10774], [-3.00466, -0.59628, -0.50171], [-2.51553, 2.25099, -0.14529], [-1.88697, 0.34093, 1.48785], [-1.72218, -2.41412, 0.62270], [-1.10074, 1.55289, -0.95257], [-0.74730, 2.36144, 0.54567]],
  "forces_ev_per_angstrom": [[-0.5, 0.3, 2.0], [1.2, 1.2, 0.9], [-1.6, -0.8, -0.7], [-3.1, -1.4, -0.7], [2.7, 2.2, 1.3], [1.7, -0.5, -1.0], [-2.1, -2.0, -1.9], [2.3, 0.3, -0.8], [1.1, 1.8, 0.1], [-0.6, 0.0, 0.8], [-4.1, -1.5, 0.0], [-0.3, -0.6, 0.2], [-0.9, 0.4, -0.2], [-1.3, -1.1, 0.0], [1.1, 0.9, 1.3], [-0.7, -0.2, 0.1], [2.3, -0.9, 0.8], [0.6, -0.1, -1.7], [-0.3, -0.2, 0.8], [1.2, 0.8, -2.3], [1.2, 1.5, 1.0]]
}


[2]
{
  "formula": "C6H10N5S",
  "method": "wB97M-V/def2-TZVPD",
  "lumo_ev": [-3.0, -5.2],
  "s2": 2.04,
  "spin_multiplicity": 3,
  "de_lowest_kj_mol": 0.0,
  "homo_energy_ev": [-9.68, -13.27],
  "charge": 1,
  "homo_lumo_gap_ev": [6.65, 8.03],
  "species": ["S", "N", "N", "N", "N", "N", "C", "C", "C", "C", "C", "C", "H", "H", "H", "H", "H", "H", "H", "H", "H", "H"],
  "coordinates": [[1.34850, 4.79778, -0.15830], [1.98109, 3.35082, 1.79789], [0.04520, 0.24400, -1.57063], [1.27911, 2.56431, 1.02624], [0.79648, 3.11668, -0.05064], [0.66629, -0.54235, 1.11544], [0.17219, -1.16444, -1.25299], [2.15940, 4.57956, 1.38982], [0.06296, 2.47542, -0.91382], [-0.17227, 1.10024, -0.62219], [1.20995, -1.19963, -0.11742], [-0.38739, 0.51742, 0.77013], [0.26072, -1.27228, 1.77043], [-1.32367, -0.04613, 0.62837], [-0.78232, -1.72747, -0.96101], [1.42520, -0.10226, 1.50580], [2.02211, -0.55032, -0.34838], [-0.33773, 1.13997, 1.57571], [1.64442, -2.26216, 0.09433], [-0.13339, 2.83185, -1.95323], [0.60718, -1.69071, -2.21377], [2.65419, 5.35877, 2.01714]],
  "forces_ev_per_angstrom": [[-0.2, 0.3, 0.0], [0.0, -1.0, 0.0], [-0.9, -0.1, -1.2], [1.7, -1.6, 3.3], [2.2, 6.0, 0.8], [-2.9, -2.5, -1.1], [0.5, -0.9, -1.0], [-0.8, 0.3, -0.7], [-2.3, -2.8, -2.9], [0.8, -0.7, 0.5], [0.4, -2.6, -0.1], [-0.6, -2.1, -2.2], [0.6, 1.3, -0.8], [0.2, 0.2, 0.7], [1.0, 0.8, -0.4], [2.1, 1.5, 1.8], [0.8, 0.2, -0.7], [-0.6, 1.8, 1.8], [-1.0, 1.9, -0.1], [0.5, -0.2, 1.1], [-0.9, 0.9, 2.1], [-0.5, -0.8, -0.9]]
}


[3]
{
  "formula": "C6H10NO",
  "method": "wB97M-V/def2-TZVPD",
  "lumo_ev": -5.1,
  "smiles": "C=[NH+]/C=C/CCC=O",
  "de_lowest_kj_mol": 128.5,
  "homo_energy_ev": -13.02,
  "charge": 1,
  "homo_lumo_gap_ev": 7.87,
  "species": ["O", "N", "C", "C", "C", "C", "C", "C", "H", "H", "H", "H", "H", "H", "H", "H", "H", "H"],
  "coordinates": [[-1.42027, -0.20311, 1.47318], [0.61010, -1.66447, -1.87023], [0.39102, -0.37295, -1.30339], [-0.34096, -2.35859, -2.35378], [0.43001, 1.43877, 0.36448], [0.07238, 1.58815, 1.85808], [0.61624, 0.03098, -0.04835], [-1.07646, 0.65347, 2.25399], [0.92864, 1.38324, 2.50990], [-0.34125, -3.35697, -2.76360], [-0.19823, 2.60602, 2.14476], [-1.31399, -1.88143, -2.45471], [-0.22708, 0.27414, -1.91308], [1.15091, -0.61196, 0.64764], [-1.65849, 0.74140, 3.17435], [-0.40949, 1.85415, -0.20141], [1.47396, -2.16813, -1.70661], [1.31295, 2.04729, 0.18877]],
  "forces_ev_per_angstrom": [[0.0, -0.2, 0.0], [-0.4, -1.3, 1.1], [-0.7, 1.3, 0.4], [-1.5, 0.7, -0.8], [-1.4, 0.6, 1.0], [-0.3, -0.3, 0.7], [1.6, -1.0, -0.8], [0.2, 0.0, -1.2], [0.0, -0.2, 0.0], [1.0, -0.2, 0.2], [-0.1, 0.1, -0.3], [0.1, 0.2, 0.2], [0.2, -0.2, -0.4], [-0.1, -0.1, 0.0], [0.3, 0.4, 0.5], [0.2, 0.1, -0.2], [0.5, 0.3, 0.0], [0.2, -0.1, -0.3]]
}


[4]
{
  "formula": "C6H10NO",
  "method": "wB97M-V/def2-TZVPD",
  "lumo_ev": -3.9,
  "de_lowest_kj_mol": 384.5,
  "homo_energy_ev": -13.20,
  "charge": 1,
  "homo_lumo_gap_ev": 9.29,
  "species": ["O", "N", "C", "C", "C", "C", "C", "C", "H", "H", "H", "H", "H", "H", "H", "H", "H", "H"],
  "coordinates": [[2.04241, 0.25150, 0.69722], [0.10414, 1.96895, 0.25551], [-3.67539, -0.75104, 0.26603], [-0.45695, 1.01616, -0.72582], [1.90011, -0.79272, -0.26393], [-2.57773, -0.14915, 0.06455], [-1.52604, 0.37434, -0.38993], [2.47371, -1.94167, -0.14852], [0.34090, 2.92558, -0.17024], [2.79821, 0.03798, 1.32241], [1.13432, -0.29468, -0.94981], [2.37105, -2.63281, -1.01326], [0.01103, 0.97906, -1.64010], [-4.24336, -0.72811, 1.17371], [-0.66656, 1.88082, 0.92528], [-4.21640, -1.33936, -0.50615], [3.15737, -2.39732, 0.54413], [1.02917, 1.59248, 0.55892]],
  "forces_ev_per_angstrom": [[1.7, -0.9, 1.1], [0.4, 0.8, -1.4], [-3.0, -1.6, -0.1], [-0.7, 0.9, 0.8], [-1.5, 3.5, 0.7], [1.1, 0.3, -0.8], [0.1, 0.2, 0.1], [0.4, -2.7, -2.4], [-1.2, -1.4, 1.0], [-1.3, 0.4, -1.0], [1.8, -2.2, 0.4], [-0.3, 0.6, 0.6], [0.9, 0.1, -2.0], [0.0, 0.3, 0.6], [0.8, 1.2, 0.8], [0.9, 0.4, 0.3], [0.1, 0.7, 0.8], [-0.2, -0.4, 0.6]]
}


[5]
{
  "formula": "C6H10NO3",
  "method": "wB97M-V/def2-TZVPD",
  "lumo_ev": -4.1,
  "smiles": "CC1=C([NH3+])[C@](C)(O)OC1=O",
  "de_lowest_kj_mol": 0.0,
  "homo_energy_ev": -14.65,
  "charge": 1,
  "homo_lumo_gap_ev": 10.58,
  "species": ["O", "O", "O", "N", "C", "C", "C", "C", "C", "C", "H", "H", "H", "H", "H", "H", "H", "H", "H", "H"],
  "coordinates": [[-1.56455, 1.63957, 0.02936], [-3.41653, 0.41856, -0.11356], [0.14581, 1.94012, 1.34522], [1.15899, -0.78762, 0.59813], [-0.20647, 1.42584, 0.11865], [-2.26593, 0.47010, 0.04610], [-0.11121, -0.12735, 0.26934], [0.57961, 2.10923, -1.06615], [-1.74060, -2.12783, 0.20348], [-1.31708, -0.71400, 0.16422], [-0.02342, 1.99775, -1.94954], [-0.51674, 2.67588, 1.53507], [-1.34365, -2.47748, -0.78846], [1.57549, 1.53866, -1.02340], [1.03070, -1.78438, 0.69268], [1.54980, -0.36061, 1.39252], [1.77992, -0.60767, -0.26677], [0.63111, 3.10994, -0.75374], [-2.84668, -2.11058, 0.37849], [-1.15262, -2.57973, 0.97552]],
  "forces_ev_per_angstrom": [[-1.1, -0.3, -0.9], [-2.2, -0.2, 0.1], [0.0, 1.7, 1.3], [-0.2, 0.7, -4.1], [0.9, -0.7, 0.0], [1.4, -0.5, -0.8], [-1.8, 0.3, -0.4], [0.0, -3.3, 2.0], [0.0, 1.2, -1.1], [1.7, 2.1, 0.6], [0.3, -0.2, -0.6], [1.4, -1.2, -0.1], [-1.2, -0.5, 0.8], [-1.1, 1.4, -0.8], [0.1, -0.5, 0.3], [1.0, 0.7, 1.6], [-0.5, -0.5, 1.8], [0.6, 1.4, 0.0], [1.1, -0.7, -0.4], [-0.2, -0.9, 0.6]]
}


[6]
{
  "formula": "C6H10NO5P",
  "method": "wB97M-V/def2-TZVPD",
  "lumo_ev": 5.9,
  "de_lowest_kj_mol": 385.2,
  "homo_energy_ev": -1.11,
  "charge": -2,
  "homo_lumo_gap_ev": 7.00,
  "species": ["P", "O", "O", "O", "O", "O", "N", "C", "C", "C", "C", "C", "C", "H", "H", "H", "H", "H", "H", "H", "H", "H", "H"],
  "coordinates": [[1.57741, 0.96412, 1.22683], [2.20971, -0.07535, 2.10829], [-0.26362, 0.89408, -0.87443], [-0.95855, -0.30415, 0.81029], [0.52671, 1.82101, 1.86926], [2.47972, 1.61014, 0.19232], [-0.09375, -3.02007, -1.92294], [-1.81375, -2.02521, 2.43268], [0.06524, 2.31070, -2.84527], [0.69877, 1.25697, -1.92135], [-0.58801, -1.32926, 1.70827], [0.15094, 0.04886, 0.09010], [0.21453, -2.08077, -1.29568], [-0.99633, 1.98497, -3.13331], [-0.01821, -0.87448, 2.50042], [-2.16013, -2.82948, 1.77181], [0.64798, 2.58238, -3.77320], [0.87119, 0.25779, -2.50444], [-2.62827, -1.36795, 2.56709], [-1.30608, -2.50468, 3.26182], [-0.21110, 3.35567, -2.21963], [1.61591, 1.50715, -1.28747], [-0.02032, -2.18245, 1.23852]],
  "forces_ev_per_angstrom": [[1.6, -0.3, 0.7], [-0.1, -0.1, -0.2], [-0.3, -1.2, -0.1], [1.3, -0.8, -2.0], [-0.3, 0.2, -0.2], [-0.2, -0.1, 0.3], [0.1, 0.3, 0.2], [2.0, -0.5, -2.6], [-2.1, 2.2, 1.5], [0.8, -1.8, 0.0], [-0.8, -1.7, 1.6], [-2.2, 2.6, 0.0], [-0.1, -0.3, -0.3], [1.5, 0.2, 0.1], [0.6, 0.1, 0.1], [-0.1, 0.1, 0.1], [-0.5, -0.5, 1.2], [-0.2, 1.7, 0.9], [-0.7, 0.8, 0.9], [-0.6, 0.2, 0.7], [1.1, -2.6, -1.6], [-0.6, 0.2, -1.3], [-0.3, 1.3, 0.1]]
}


[7]
{
  "formula": "C6H10O",
  "method": "wB97M-V/def2-TZVPD",
  "lumo_ev": 1.1,
  "smiles": "C=COCC1CC1",
  "de_lowest_kj_mol": 174.3,
  "homo_energy_ev": -8.65,
  "homo_lumo_gap_ev": 9.75,
  "species": ["O", "C", "C", "C", "C", "C", "C", "H", "H", "H", "H", "H", "H", "H", "H", "H", "H"],
  "coordinates": [[0.92238, 1.53605, 0.72724], [1.21669, 0.48560, -0.19189], [-0.13928, 1.63449, 1.55660], [0.43237, -1.53430, -1.52876], [-0.81658, -0.75500, -1.23753], [0.32793, -0.72684, -0.26646], [-1.15331, 0.82616, 1.86794], [2.24202, 0.16827, 0.04172], [-1.33262, -0.15236, 1.44794], [-1.86298, 1.19432, 2.60138], [-0.06971, 2.60294, 2.04659], [0.22104, -1.29387, 0.65399], [-1.00600, 0.14391, -1.81913], [0.40274, -2.61522, -1.43603], [1.23531, 0.95832, -1.18387], [1.09458, -1.16968, -2.30961], [-1.71457, -1.30279, -0.97011]],
  "forces_ev_per_angstrom": [[-0.1, 0.0, 0.1], [0.1, -0.2, -0.2], [-0.1, 0.1, 0.2], [0.1, -0.1, -0.1], [-0.2, 0.1, 0.0], [0.0, 0.0, 0.1], [0.1, 0.0, -0.1], [-0.2, 0.1, 0.0], [0.0, 0.2, 0.0], [0.1, 0.0, -0.1], [0.0, -0.1, 0.0], [0.0, 0.1, -0.2], [0.1, -0.1, 0.1], [0.0, 0.2, 0.0], [0.0, -0.1, 0.1], [-0.1, 0.0, 0.1], [0.1, 0.1, 0.0]]
}


[8]
{
  "formula": "C6H10O",
  "method": "wB97M-V/def2-TZVPD",
  "lumo_ev": 1.1,
  "smiles": "C[C@H]1CC=CCO1",
  "de_lowest_kj_mol": 35.1,
  "homo_energy_ev": -9.37,
  "homo_lumo_gap_ev": 10.52,
  "species": ["O", "C", "C", "C", "C", "C", "C", "H", "H", "H", "H", "H", "H", "H", "H", "H", "H"],
  "coordinates": [[1.11195, -0.41691, -0.34298], [-1.00806, 0.46000, 0.54939], [0.47975, -0.91182, -1.50196], [-0.73806, -0.09990, -1.85358], [1.08646, 0.16322, 1.93049], [-1.39943, 0.54862, -0.90106], [0.25654, -0.39210, 0.78649], [0.20597, -1.97454, -1.36388], [-2.25031, 1.18144, -1.14672], [-1.84163, 0.02303, 1.11723], [1.22674, -0.87132, -2.30081], [-0.04965, -1.43014, 1.00942], [0.49833, 0.21192, 2.85298], [1.97388, -0.45186, 2.10455], [1.41599, 1.17659, 1.67406], [-0.86616, 1.47284, 0.95320], [-1.04011, -0.03427, -2.89677]],
  "forces_ev_per_angstrom": [[0.0, 0.1, 0.0], [0.0, 0.0, 0.0], [-0.1, -0.1, -0.2], [-0.1, 0.1, 0.1], [0.0, 0.0, 0.0], [0.1, -0.1, -0.1], [-0.1, 0.0, 0.2], [0.1, 0.1, 0.0], [0.1, -0.1, 0.0], [0.1, 0.1, 0.0], [-0.1, 0.0, 0.1], [0.0, 0.1, -0.1], [0.1, 0.0, -0.1], [-0.1, 0.0, 0.0], [-0.1, -0.1, 0.0], [0.0, -0.1, -0.1], [0.0, 0.0, 0.2]]
}


[9]
{
  "formula": "C6H10O",
  "method": "wB97M-V/def2-TZVPD",
  "lumo_ev": 1.0,
  "smiles": "C[C@H]1C[C@H]1CC=O",
  "de_lowest_kj_mol": 170.3,
  "homo_energy_ev": -9.16,
  "homo_lumo_gap_ev": 10.15,
  "species": ["O", "C", "C", "C", "C", "C", "C", "H", "H", "H", "H", "H", "H", "H", "H", "H", "H"],
  "coordinates": [[1.43316, -0.53523, 1.70601], [0.06582, 1.64000, 0.13848], [-1.09773, 0.83664, -0.31427], [-1.62778, -0.34665, 0.43513], [1.69962, -1.03781, 0.63628], [0.42545, 0.63778, -0.90145], [1.02368, -0.71556, -0.65488], [-1.08155, -1.28957, 0.02057], [-1.37063, -0.35493, 1.49868], [-2.68846, -0.55436, 0.26381], [0.51343, 0.97946, -1.93245], [0.43346, 1.44563, 1.13577], [0.09789, 2.67776, -0.17423], [0.09460, -1.47784, -0.47399], [2.38082, -1.91398, 0.58317], [-1.75981, 1.26020, -1.06672], [1.55723, -1.12206, -1.52177]],
  "forces_ev_per_angstrom": [[0.3, -0.1, -0.4], [0.1, 0.3, 0.3], [0.9, -0.6, -1.0], [0.7, -1.3, -0.4], [-0.1, 0.0, 0.3], [-1.5, -0.4, -0.1], [-1.3, -1.1, 0.2], [-1.6, 1.2, 0.9], [-0.3, 0.1, -0.1], [0.2, 0.3, 0.2], [0.1, 0.0, 0.3], [-0.1, 0.1, 0.0], [0.0, 0.0, 0.1], [2.2, 1.0, -0.9], [0.1, 0.1, 0.1], [0.1, 0.1, 0.3], [0.0, 0.2, 0.3]]
}


[10]
{
  "formula": "C6H10O",
  "method": "wB97M-V/def2-TZVPD",
  "lumo_ev": [0.7, 0.7],
  "de_lowest_kj_mol": 713.3,
  "homo_energy_ev": [-6.45, -6.45],
  "homo_lumo_gap_ev": [7.14, 7.14],
  "species": ["O", "C", "C", "C", "C", "C", "C", "H", "H", "H", "H", "H", "H", "H", "H", "H", "H"],
  "coordinates": [[-1.32464, 0.47934, -1.92942], [-0.13412, 0.80153, 0.50924], [-0.10532, 0.31879, -1.34062], [1.07695, 0.15159, -1.90928], [-0.53070, -1.79072, 1.33682], [1.03162, 1.02250, 1.21370], [-0.97817, -0.53485, 1.28880], [-0.66723, -0.24840, 0.06294], [1.95135, 0.11715, -1.26966], [1.22152, 0.10243, -2.98450], [-1.25035, 0.46427, -2.89627], [-0.87802, 1.58171, 0.40680], [-1.75778, -0.10702, 1.89753], [1.70785, 0.22981, 1.48708], [0.22375, -2.14646, 0.64384], [1.30736, 2.04928, 1.40433], [-0.89405, -2.49095, 2.07868]],
  "forces_ev_per_angstrom": [[0.1, 0.0, -0.1], [0.0, -0.1, -0.2], [0.1, 0.1, 0.3], [-0.2, 0.0, 0.1], [-0.1, 0.4, 0.0], [0.0, 0.0, 0.0], [0.1, -0.3, 0.0], [0.1, 0.0, -0.1], [0.0, 0.0, 0.0], [0.0, 0.0, 0.0], [0.1, 0.0, 0.2], [0.0, 0.0, 0.0], [0.0, 0.0, 0.0], [0.0, 0.0, 0.0], [0.0, 0.1, 0.0], [0.0, 0.0, -0.1], [0.0, 0.0, 0.0]]
}


Number 1: DFT total energy -507.99684 hartree, molecular weight 152.18 g mol⁻¹, maximum force 4.3 eV/A. Number 2: DFT total energy -906.14100 hartree, molecular weight 184.25 g mol⁻¹, maximum force 6.4 eV/A. Number 3: DFT total energy -364.29828 hartree, molecular weight 112.15 g mol⁻¹, maximum force 2.0 eV/A. Number 4: DFT total energy -364.20078 hartree, molecular weight 112.15 g mol⁻¹, maximum force 3.9 eV/A. Number 5: DFT total energy -514.81216 hartree, molecular weight 144.15 g mol⁻¹, maximum force 4.2 eV/A. Number 6: DFT total energy -1006.91352 hartree, molecular weight 207.12 g mol⁻¹, maximum force 3.4 eV/A. Number 7: DFT total energy -309.77598 hartree, molecular weight 98.14 g mol⁻¹, maximum force 0.3 eV/A. Number 8: DFT total energy -309.82899 hartree, molecular weight 98.14 g mol⁻¹, maximum force 0.2 eV/A. Number 9: DFT total energy -309.77751 hartree, molecular weight 98.14 g mol⁻¹, maximum force 2.6 eV/A. Number 10: DFT total energy -309.57070 hartree, molecular weight 98.14 g mol⁻¹, maximum force 0.4 eV/A.